# 1
7
Properties=species:S:1:pos:R:3:forces:R:3 method="wB97M-V/def2-TZVPD" relative_energy_kj_mol=15.60 energy_ev=-8248.435 orbital_gap_ha=0.366 smiles="O=CC(=O)O" homo_energy_ev=-10.75
O -1.583356 0.233624 -0.258495 1.23 0.33 -0.61
C -0.449781 0.465282 -0.641831 -1.14 -0.28 1.08
C 0.730527 -0.158604 0.142571 -0.37 -0.11 -0.22
O 1.871719 -0.014142 -0.167264 0.22 0.15 -0.18
O 0.316443 -0.894109 1.167807 -0.70 0.21 0.21
H -0.221352 1.137812 -1.473194 0.11 -0.06 -0.17
H -0.664200 -0.769863 1.230406 0.66 -0.24 -0.11

# 2
196
Properties=species:S:1:pos:R:3:forces:R:3 method="wB97M-V/def2-TZVPD" energy_ev=-116124.235 orbital_gap_ha=0.407 total_charge=+3 homo_energy_ev=-16.16
P -25.585592 -21.913332 23.849851 -1.35 0.08 -0.61
F -26.793335 -22.559925 22.945946 0.00 0.26 -0.06
F -26.717602 -20.905789 24.502706 0.35 -0.29 0.59
F -25.948072 -23.040313 24.996076 0.05 -0.12 -0.16
F -24.435992 -21.416604 24.862942 0.10 0.45 -0.19
F -24.584698 -22.870817 23.059709 0.48 -0.33 0.62
F -25.318785 -20.740664 22.796192 0.33 -0.09 0.00
C -26.158139 -24.752254 29.750285 -0.68 -0.13 -0.51
C -24.790101 -24.590696 29.108073 0.45 0.19 0.03
C -24.819282 -24.917635 27.630234 0.67 -0.53 -0.42
N -23.447667 -25.139948 27.012410 0.81 1.34 -0.05
C -23.611214 -25.178185 25.522970 -0.84 -0.58 -0.82
C -22.374696 -25.562012 24.733105 0.70 0.43 -0.11
C -21.649218 -26.767317 25.317326 -0.48 -1.17 -0.57
C -21.507213 -26.720742 26.820289 0.89 0.50 0.16
C -22.805300 -26.385733 27.521640 -0.24 -0.97 -0.69
C -22.555881 -23.946882 27.251990 -1.33 -0.12 1.64
H -26.105433 -24.789025 30.834918 -0.04 0.21 0.02
H -26.681712 -25.655495 29.420075 0.43 -0.25 0.13
H -26.852684 -23.979368 29.406653 0.22 0.30 0.33
H -24.042846 -25.208983 29.610998 -0.19 -0.19 0.05
H -24.420350 -23.568249 29.230269 -0.20 0.05 0.09
H -25.253424 -24.130470 27.013026 -0.33 -0.09 0.12
H -25.291064 -25.885040 27.449008 -0.45 0.22 0.03
H -24.414761 -25.881195 25.276862 0.04 -0.12 0.37
H -24.002986 -24.204837 25.246055 0.13 0.12 -0.10
H -22.684215 -25.792757 23.713876 -0.20 0.01 0.05
H -21.716430 -24.698396 24.595806 0.06 -0.04 0.25
H -22.225879 -27.654490 25.016819 -0.14 0.04 0.32
H -20.685720 -26.983962 24.856430 0.09 0.51 -0.06
H -21.122859 -27.651872 27.238839 -0.26 -0.18 -0.15
H -20.693044 -26.019080 27.043194 -0.28 0.20 0.28
H -23.522429 -27.164036 27.237537 0.02 -0.08 0.28
H -22.689102 -26.397954 28.600349 -0.13 0.41 0.06
H -23.134924 -23.033171 27.108775 0.09 -0.11 -0.95
H -21.662294 -24.052704 26.661350 0.21 0.31 0.13
H -22.440164 -23.904188 28.338349 0.93 -0.35 -0.15
C -29.158725 -13.302696 27.519932 -0.20 0.61 0.19
C -30.024479 -13.916749 26.438262 -0.41 -0.05 -0.05
C -29.292592 -14.983180 25.620840 -0.23 0.75 -0.81
C -29.159368 -16.290721 26.359090 0.75 -0.82 0.64
P -27.967620 -17.475606 25.692045 -0.29 0.49 -1.27
C -26.299779 -16.794689 25.813063 -0.23 -0.56 0.41
C -25.219020 -17.754978 25.330231 0.09 -1.16 -0.13
C -23.792264 -17.337958 25.668866 -0.51 1.06 0.80
C -23.438973 -15.916977 25.222375 -0.02 -0.23 -1.01
C -28.106981 -19.037239 26.565273 0.38 -0.16 0.47
C -29.472485 -19.719786 26.435081 0.14 -0.39 -0.45
C -29.338992 -21.243489 26.541371 0.17 -0.20 0.41
C -29.215286 -21.748780 27.986922 -0.98 0.46 -0.48
C -28.268899 -17.851879 23.948850 0.19 -0.23 0.25
C -27.890021 -16.772772 22.925552 0.01 -0.82 0.15
C -28.460100 -17.094507 21.556272 -0.74 0.61 -0.89
C -28.159144 -15.954373 20.570691 0.42 -0.38 0.24
H -29.733013 -12.591852 28.117532 -0.12 -0.15 0.03
H -28.374654 -12.686559 27.074979 0.26 -0.32 0.03
H -28.747435 -14.029623 28.221487 0.16 -0.03 -0.10
H -30.381829 -13.123427 25.779362 0.18 -0.03 -0.12
H -30.945171 -14.331010 26.862182 0.11 -0.15 0.07
H -28.330899 -14.558745 25.307372 0.19 -0.21 0.37
H -29.783834 -15.133761 24.654524 -0.32 -0.16 0.22
H -30.083331 -16.863383 26.478908 -0.21 0.28 -0.19
H -28.791800 -16.139628 27.384177 -0.10 0.17 -0.02
H -26.287452 -16.663939 26.906460 0.71 0.49 -0.13
H -26.192964 -15.855358 25.274068 -0.42 0.23 0.30
H -25.290952 -17.957329 24.255992 -0.13 0.39 -0.05
H -25.405056 -18.752602 25.749423 0.14 0.09 0.09
H -23.093112 -18.078050 25.286615 0.06 0.03 -0.04
H -23.708815 -17.287753 26.764273 0.10 -0.47 -0.02
H -22.405591 -15.696563 25.479843 -0.04 0.20 0.04
H -24.097960 -15.142121 25.615082 0.11 -0.13 0.44
H -23.541939 -15.806488 24.136142 0.21 -0.15 0.01
H -27.854618 -18.932107 27.624479 0.04 0.29 -0.04
H -27.325892 -19.675851 26.142071 -0.11 0.02 -0.10
H -29.909285 -19.525806 25.455542 -0.07 0.25 0.00
H -30.151462 -19.332348 27.195754 -0.12 -0.04 -0.06
H -28.455402 -21.600287 26.002645 -0.05 0.31 -0.18
H -30.188783 -21.708876 26.036185 -0.12 -0.03 0.20
H -30.152812 -21.582885 28.525994 -0.03 -0.10 -0.06
H -28.480770 -21.161429 28.539595 0.43 -0.46 -0.02
H -29.050784 -22.823718 27.944797 0.41 0.02 0.45
H -29.315707 -18.133242 23.827185 -0.01 -0.05 0.04
H -27.644165 -18.745202 23.810927 -0.26 -0.09 -0.26
H -26.801457 -16.763541 22.833690 0.01 0.42 0.15
H -28.276765 -15.811941 23.259127 0.26 0.18 -0.17
H -29.556339 -17.145891 21.588402 0.04 -0.13 0.37
H -28.152807 -18.055109 21.136812 0.35 -0.04 0.31
H -28.511127 -15.027918 21.023945 -0.04 0.16 -0.32
H -28.623666 -16.122473 19.601797 -0.21 0.11 0.06
H -27.087999 -15.860045 20.378036 0.01 0.05 0.12
C -34.472713 -26.681306 21.372511 -0.63 -0.57 0.24
C -33.142656 -26.726809 20.689237 0.93 0.48 -1.41
C -32.010589 -26.195008 21.578122 -0.65 0.19 -0.04
C -30.691506 -25.924569 20.836968 0.15 -1.22 -0.27
P -29.612044 -24.610841 21.430260 -0.58 0.50 0.34
C -28.492189 -23.982944 20.166712 0.89 -1.33 0.96
C -29.146636 -23.367757 18.959114 -0.45 0.87 -0.28
C -28.187305 -22.909266 17.857324 0.83 -1.69 0.42
C -27.150248 -21.872132 18.262738 -1.24 0.75 -0.27
C -30.627073 -23.211853 21.941098 -0.41 -0.17 -0.65
C -29.887482 -22.065101 22.580683 1.32 0.35 0.52
C -30.678503 -20.766339 22.665127 -0.87 -0.23 -0.36
C -32.134021 -20.918838 23.112510 0.10 0.32 0.60
C -28.644560 -25.247960 22.811115 0.61 -0.34 -0.40
C -29.360812 -25.303195 24.159181 -1.07 -0.14 -0.77
C -28.423426 -25.622670 25.305466 -0.09 0.95 -0.05
C -29.176184 -25.844710 26.611507 0.51 -0.33 0.00
H -34.540288 -27.444155 22.151582 -0.03 0.09 0.07
H -35.275532 -26.885330 20.664622 -0.01 -0.02 0.02
H -34.681473 -25.711788 21.825543 0.10 0.06 -0.01
H -33.181977 -26.119607 19.771088 -0.04 0.33 0.29
H -32.897102 -27.692930 20.237390 -0.08 -0.30 0.58
H -31.886964 -26.906308 22.396926 0.25 0.20 0.14
H -32.418873 -25.268819 21.987933 0.16 -0.03 0.21
H -30.872239 -25.875449 19.759312 -0.01 0.54 0.05
H -30.071153 -26.827347 20.920995 0.06 0.08 -0.02
H -27.878335 -24.875281 19.955489 -0.13 0.09 -0.52
H -27.775080 -23.393453 20.751425 -0.25 0.53 -0.28
H -29.739357 -22.502561 19.283211 -0.05 -0.08 -0.03
H -29.842759 -24.086805 18.519977 -0.04 0.03 0.05
H -28.753501 -22.743404 16.943951 0.06 0.57 0.04
H -27.592111 -23.812696 17.644771 -0.15 0.05 -0.28
H -26.648951 -22.188379 19.174494 0.44 0.01 -0.21
H -27.623745 -20.906027 18.475465 -0.01 -0.06 0.09
H -26.496787 -21.683424 17.415125 0.44 -0.17 0.27
H -31.486929 -23.559580 22.512014 0.17 -0.02 0.25
H -31.059873 -22.880992 20.985369 -0.05 0.03 0.06
H -28.947305 -21.843127 22.062416 -0.23 -0.06 -0.40
H -29.452450 -22.344894 23.548577 -0.56 -0.11 0.19
H -30.731831 -20.322190 21.665725 0.33 0.11 0.05
H -30.156283 -20.084660 23.330456 0.11 0.15 -0.09
H -32.668887 -21.664261 22.528137 -0.06 -0.02 0.03
H -32.675352 -19.976732 23.011608 0.06 0.00 -0.18
H -32.211279 -21.160417 24.177776 0.02 -0.30 -0.09
H -27.701445 -24.689148 22.808641 -0.23 0.32 0.38
H -28.320603 -26.255071 22.518545 -0.18 -0.02 -0.03
H -30.198865 -26.011191 24.077545 0.40 -0.43 0.10
H -29.950466 -24.389874 24.303631 0.61 0.29 0.38
H -27.766652 -24.747382 25.390887 0.06 -0.10 0.11
H -27.767676 -26.456706 25.047668 -0.16 -0.18 0.04
H -28.483392 -25.723331 27.447396 -0.16 -0.04 0.12
H -29.570951 -26.859558 26.653179 -0.15 0.05 0.07
H -29.998114 -25.141371 26.737182 0.00 0.06 -0.02
C -20.276283 -25.501277 30.631157 -0.25 -1.05 0.93
C -19.998987 -24.152020 31.261316 0.51 0.52 -0.36
C -21.247430 -23.259332 31.342433 0.87 -0.33 -0.26
C -20.910481 -21.980839 32.078743 -0.78 1.05 -0.25
P -22.176971 -20.677349 31.983031 0.28 -0.17 -0.17
C -22.283563 -20.103222 30.275805 -0.56 0.54 -0.60
C -23.075137 -20.974883 29.269777 -0.67 -0.19 0.98
C -23.788191 -20.181862 28.176446 1.23 1.45 -0.81
C -24.969718 -19.375134 28.720163 0.34 -0.83 0.36
C -21.548145 -19.364102 33.038848 -0.56 -0.28 0.45
C -22.321710 -18.040583 33.094004 0.82 0.02 -0.72
C -21.496060 -16.883431 33.714674 -1.33 -0.92 -0.33
C -20.151583 -16.679844 33.055461 0.39 1.23 0.75
C -23.756812 -21.320807 32.523762 -0.25 -0.80 0.41
C -24.970909 -20.414275 32.462574 -0.66 0.62 -0.64
C -26.296009 -21.128871 32.726149 -0.62 0.22 0.65
C -26.340022 -21.845682 34.077461 0.77 -0.26 -0.38
H -19.474408 -26.228629 30.774749 0.29 0.34 -0.11
H -20.501803 -25.501854 29.564038 -0.06 0.37 0.00
H -21.099637 -25.986399 31.173786 -0.17 0.13 -0.27
H -19.221931 -23.645698 30.673846 -0.22 0.15 -0.09
H -19.529223 -24.190731 32.247581 -0.27 -0.56 0.10
H -22.056773 -23.811202 31.821911 -0.13 0.07 -0.07
H -21.501377 -23.000960 30.310452 -0.40 -0.14 0.11
H -20.095510 -21.460221 31.563660 0.38 -0.27 0.32
H -20.695438 -22.090754 33.142112 0.28 -0.24 -0.06
H -21.280964 -19.871560 29.906692 0.07 -0.12 0.11
H -22.796686 -19.137548 30.306629 0.13 0.07 0.27
H -23.900961 -21.431973 29.833616 0.25 -0.39 0.01
H -22.407289 -21.765778 28.941908 -0.18 0.02 -0.44
H -23.991595 -20.744265 27.263527 -0.39 -0.39 0.31
H -23.078289 -19.426371 27.801281 0.06 -0.16 -0.01
H -25.698868 -20.079506 29.133583 -0.23 0.28 0.03
H -25.445784 -18.712062 28.005358 0.07 -0.13 -0.23
H -24.577233 -18.750259 29.523472 -0.35 0.11 0.12
H -20.517956 -19.196518 32.714633 0.04 -0.02 0.12
H -21.549165 -19.857687 34.019902 0.34 0.20 0.06
H -23.284464 -18.128708 33.591338 0.01 -0.14 0.05
H -22.495112 -17.755868 32.048310 -0.27 0.14 0.11
H -21.370313 -17.088345 34.778143 0.01 0.20 0.06
H -22.221530 -16.074825 33.601912 0.59 0.52 0.20
H -19.409910 -17.277657 33.586077 0.13 -0.38 -0.62
H -19.797109 -15.662684 33.255550 -0.16 -0.01 0.04
H -20.128198 -16.738851 31.967705 -0.06 -0.53 0.00
H -23.641237 -21.725885 33.537088 0.27 0.34 0.08
H -23.937722 -22.251991 31.968362 0.02 0.23 -0.31
H -25.070121 -19.923943 31.487761 0.27 -0.19 -0.12
H -24.897265 -19.562582 33.142372 0.20 -0.26 0.28
H -26.603977 -21.813597 31.929556 0.42 -0.08 -0.10
H -27.083616 -20.368721 32.729494 0.12 0.09 -0.05
H -25.989647 -21.205043 34.888496 -0.30 0.16 0.02
H -25.628416 -22.678659 34.056412 -0.24 -0.16 0.10
H -27.326288 -22.242772 34.296071 -0.02 0.04 0.10